Run P
Entry from the OMol25 dataset: the ion C3H6NO with charge +1 (wB97M-V/def2-TZVPD).

The gap between HOMO and LUMO is 11.2 eV. As for the spin multiplicity: 1. As for the charge: +1. As for the HOMO energy: -0.61125 hartree. For the LUMO energy, the calculation gives -5.466 eV.

Last column: natural (NBO) charge in e.
Element x y z (Å)
C1 -0.4422 1.1515 -0.2309  -0.3861
N1 0.4335 0.0447 0.1441  -0.4244
C2 -0.2114 -1.1766 -0.3622  -0.4099
C3 1.3904 0.0908 1.0838  1.0213
O1 2.1602 0.1508 1.9413  -0.2612
H1 0.0935 2.1160 -0.3791  0.2585
H2 -0.8117 0.7562 -1.1486  0.2302
H3 -1.2436 1.1420 0.4278  0.2305
H4 -1.2235 -1.1739 0.0517  0.2351
H5 0.3922 -2.0748 -0.1240  0.2562
H6 -0.5374 -1.0268 -1.4039  0.2498

Run Q
Entry from the OMol25 dataset: a cluster of 2 separate species, C3H6NO in total (wB97M-V/def2-TZVPD).

The gap between HOMO and LUMO is 9.1 eV. As for the spin multiplicity: 1. As for the charge: +1. As for the HOMO energy: -0.54149 hartree. For the LUMO energy, the calculation gives -5.622 eV.

Last column: natural (NBO) charge in e.
Element x y z (Å)
C1 0.4121 1.6707 0.0735  -0.2482
C2 0.3772 -2.4949 -0.4149  0.3302
C3 -0.8931 1.8648 0.6661  0.3241
N1 -0.8619 0.8146 -0.0061  -0.3703
O1 -0.4173 -1.9275 0.2380  -0.5368
H1 0.8670 2.1238 -0.8938  0.2533
H2 1.1499 1.2809 0.6309  0.2161
H3 0.9090 -2.1721 -1.2753  0.1278
H4 0.7211 -3.5116 -0.0359  0.1323
H5 -1.5765 2.4942 1.2044  0.2752
H6 -0.6875 -0.1430 -0.1870  0.4963

It is run Q that is the least stable of them.

Run P
Entry from the OMol25 dataset: the molecule C13H13N (wB97M-V/def2-TZVPD).

The gap between HOMO and LUMO is 8.9 eV. As for the spin multiplicity: 1. As for the HOMO energy: -0.31343 hartree. For the LUMO energy, the calculation gives 0.346 eV.

Last column: natural (NBO) charge in e.
Element x y z (Å)
C1 4.1387 0.5548 0.1520  -0.2062
C2 4.0702 -0.9257 0.1383  -0.2231
C3 2.7919 -1.3741 0.0417  -0.1930
C4 1.5789 -0.7189 -0.0705  0.1300
N1 0.4806 -1.3677 -0.3693  -0.4178
C5 -0.6200 -0.7224 -0.1431  0.2629
C6 -0.6271 0.7715 -0.0372  -0.0417
C7 0.5647 1.4212 -0.2736  -0.1461
C8 1.7834 0.6721 -0.1334  -0.0873
C9 2.9994 1.2845 -0.1060  -0.2113
C10 -2.0769 1.4518 0.0183  -0.4254
C11 -3.2263 0.5976 0.3921  -0.3759
C12 -3.1821 -0.9042 -0.2110  -0.3810
C13 -1.8522 -1.5619 0.0101  -0.4836
H1 5.1371 0.9926 -0.0144  0.2137
H2 5.0159 -1.6646 0.1913  0.2404
H3 2.4032 -2.4551 0.5141  0.2080
H4 0.5028 2.4794 -0.4007  0.2057
H5 2.9365 2.3825 -0.2597  0.2177
H6 -2.1649 2.0066 -0.8656  0.2166
H7 -1.8745 2.1822 0.9274  0.2146
H8 -4.1280 1.1917 -0.1864  0.2052
H9 -3.3301 0.3898 1.3155  0.1881
H10 -4.0030 -1.4590 0.4308  0.2088
H11 -3.6499 -0.8681 -1.3107  0.2072
H12 -1.7770 -2.0375 0.9861  0.2293
H13 -1.8910 -2.3192 -0.7360  0.2442

Run Q
Entry from the OMol25 dataset: the molecule C13H13N (wB97M-V/def2-TZVPD).

The gap between HOMO and LUMO is 8.7 eV. As for the spin multiplicity: 1. As for the HOMO energy: -0.30924 hartree. For the LUMO energy, the calculation gives 0.248 eV.

Last column: natural (NBO) charge in e.
Element x y z (Å)
C1 0.4145 -3.2259 0.7937  -0.6497
C2 0.1601 -1.7639 0.3206  0.0153
C3 -0.7930 -1.0020 0.9893  -0.2570
C4 -1.0772 0.3852 0.7086  0.2588
C5 -2.1359 1.1424 1.4339  -0.2864
C6 -1.8219 2.6375 1.7762  -0.4031
C7 -2.7975 2.2801 0.6917  -0.4100
N1 -0.3922 1.0398 -0.2064  -0.4536
C8 0.6800 0.4391 -0.7681  0.1560
C9 1.4199 1.2383 -1.6607  -0.1843
C10 2.4845 0.7489 -2.3752  -0.2090
C11 2.7834 -0.5958 -2.2345  -0.2319
C12 2.1334 -1.4745 -1.4289  -0.1800
C13 0.9036 -1.0501 -0.6916  -0.0784
H1 0.8121 -3.9463 -0.1094  0.2338
H2 -0.6306 -3.5687 1.2162  0.2344
H3 1.3018 -3.1859 1.7672  0.2365
H4 -1.4788 -1.4395 1.7492  0.2076
H5 -2.7121 0.6267 2.1390  0.2156
H6 -2.2739 2.8258 2.7404  0.2187
H7 -0.7568 3.0049 1.5036  0.2435
H8 -3.8839 2.5324 0.9007  0.2134
H9 -2.6644 2.3112 -0.4620  0.2462
H10 1.2770 2.3538 -1.6824  0.2268
H11 3.0734 1.2924 -3.1180  0.2213
H12 3.6298 -1.1202 -2.6268  0.2133
H13 2.3448 -2.4858 -1.3663  0.2021

It is run P that is the least stable of them.

Run P
Entry from the OMol25 dataset: a cluster of 3 separate species, C3H8N2O2 in total (wB97M-V/def2-TZVPD).

The gap between HOMO and LUMO is 10.7 eV. As for the spin multiplicity: 1. As for the HOMO energy: -0.36883 hartree. For the LUMO energy, the calculation gives 0.706 eV.

Last column: natural (NBO) charge in e.
Element x y z (Å)
N1 -2.4845 -0.4107 0.3071  -0.7775
C1 -2.4758 -1.5562 -0.0033  0.8485
O1 -2.4080 -2.7218 -0.1005  -0.5644
H1 -2.1644 0.5216 0.2592  0.4511
C2 2.1516 -1.1369 0.3069  -0.7318
C3 1.7011 -0.2824 -0.8635  0.4382
O2 0.5251 -0.1157 -1.1070  -0.5358
H2 2.7016 -0.4447 1.0167  0.2314
H3 1.3926 -1.4621 0.9340  0.2384
H4 2.9673 -1.9721 0.1763  0.2441
H5 2.3978 0.1119 -1.5146  0.1184
N2 -1.2363 2.2092 0.1801  -1.0912
H6 -1.8409 2.9078 -0.1262  0.3730
H7 -0.7921 2.4726 0.9934  0.3600
H8 -0.4351 1.8794 -0.4585  0.3977

Run Q
Entry from the OMol25 dataset: the molecule C3H8N2O2 (wB97M-V/def2-TZVPD).

The gap between HOMO and LUMO is 10.5 eV. As for the spin multiplicity: 1. As for the HOMO energy: -0.36472 hartree. For the LUMO energy, the calculation gives 0.599 eV.

Last column: natural (NBO) charge in e.
Element x y z (Å)
H1 -0.2640 -2.7270 -0.4803  0.3619
N1 -0.2583 -2.0845 0.3293  -0.6664
C1 -0.0561 -0.8126 0.1226  0.4125
N2 -0.7332 0.1128 1.0482  -0.4004
O1 0.1494 0.7980 1.8961  -0.5368
C2 0.4615 0.0707 -0.9651  0.0120
C3 -0.5462 0.3121 -2.0212  -0.6290
O2 1.0477 1.2709 -0.2989  -0.7715
H2 -1.4910 -0.5535 1.4997  0.3823
H3 -0.0923 1.6488 1.5117  0.5030
H4 1.2173 -0.6427 -1.4918  0.1712
H5 -0.1222 1.1182 -2.6725  0.2389
H6 -1.5259 0.5049 -1.5724  0.2204
H7 -0.6368 -0.5483 -2.8411  0.2206
H8 1.1235 1.0296 0.8087  0.4812

It is run Q that is the least stable of them.